This record from OMol25 describes a 8-piece molecular cluster, C36H59B2ClFN2O16 overall at a distorted geometry. The level of theory is the ωB97M-V functional and the def2-TZVPD basis.

Last columns: bonded neighbours and bond lengths (Å).
Cartesian coordinates (Å):
1 C -2.915 4.331 -1.091  C2 1.599, H17 1.155, H18 1.145, H19 1.148
2 C -2.570 2.881 -1.668  C1 1.599, C3 1.600, H20 1.156, H21 1.158
3 C -2.228 1.771 -0.567  C2 1.600, Cl4 1.881, B5 1.642, H22 1.154
4 Cl -2.108 0.151 -1.516  C3 1.881
5 B -0.915 2.080 0.368  C3 1.642, C6 1.676, C10 1.645, B14 1.691
6 C -0.357 0.595 0.908  B5 1.676, C7 1.620, H23 1.140, H24 1.155
7 C 0.490 0.721 2.283  C6 1.620, C8 1.602, N9 1.328
8 C 1.879 1.510 2.407  C7 1.602, H25 1.138, H26 1.140, H27 1.155
9 N 0.065 0.115 3.386  C7 1.328, H28 1.032
10 C 0.255 2.989 -0.346  B5 1.645, C11 1.621, H29 1.155, H30 1.141
11 C 1.161 2.167 -1.409  C10 1.621, O12 1.257, F13 1.431
12 O 2.114 1.500 -0.934  C11 1.257
13 F 0.951 2.209 -2.824  C11 1.431
14 B -1.358 2.891 1.784  B5 1.691, N15 1.518, O16 1.449
15 N -2.494 2.339 2.627  B14 1.518, H31 1.031, H32 1.039
16 O -0.707 4.088 2.277  B14 1.449, H33 0.991
17 H -2.068 4.788 -0.452  C1 1.155
18 H -3.032 5.030 -1.991  C1 1.145
19 H -3.871 4.339 -0.457  C1 1.148
20 H -1.759 2.917 -2.491  C2 1.156
21 H -3.519 2.510 -2.218  C2 1.158
22 H -3.157 1.663 0.109  C3 1.154
23 H 0.233 0.027 0.117  C6 1.140
24 H -1.310 0.016 1.210  C6 1.155
25 H 2.672 1.184 1.659  C8 1.138
26 H 1.659 2.628 2.364  C8 1.140
27 H 2.297 1.314 3.466  C8 1.155
28 H -0.815 -0.394 3.207  N9 1.032
29 H 1.016 3.373 0.433  C10 1.155
30 H -0.116 3.917 -0.896  C10 1.141
31 H -2.215 2.258 3.616  N15 1.031
32 H -2.729 1.382 2.299  N15 1.039
33 H -1.046 4.190 3.202  O16 0.991
34 O -4.551 4.880 -4.590  C35 1.203
35 C -3.559 5.527 -4.801  O34 1.203, O36 1.361, C39 1.505
36 O -2.469 5.537 -3.985  C35 1.361, C37 1.432
37 C -1.520 6.492 -4.473  O36 1.432, C38 1.511, H40 1.094, H41 1.091
38 C -1.852 6.673 -5.936  C37 1.511, C39 1.514, H42 1.091, H43 1.094
39 C -3.351 6.467 -5.958  C35 1.505, C38 1.514, H44 1.093, H45 1.090
40 H -1.634 7.419 -3.903  C37 1.094
41 H -0.508 6.111 -4.328  C37 1.091
42 H -1.535 7.639 -6.333  C38 1.091
43 H -1.365 5.890 -6.526  C38 1.094
44 H -3.893 7.395 -5.764  C39 1.093
45 H -3.682 6.016 -6.893  C39 1.090
46 O -6.141 -4.763 -2.618  C47 1.207
47 C -5.150 -4.110 -2.833  O46 1.207, O48 1.358, C51 1.505
48 O -4.059 -4.099 -2.025  C47 1.358, C49 1.435
49 C -3.114 -3.136 -2.515  O48 1.435, C50 1.510, H52 1.093, H53 1.091
50 C -3.455 -2.953 -3.974  C49 1.510, C51 1.514, H54 1.091, H55 1.095
51 C -4.953 -3.165 -3.988  C47 1.505, C50 1.514, H56 1.093, H57 1.090
52 H -3.228 -2.212 -1.943  C49 1.093
53 H -2.099 -3.514 -2.377  C49 1.091
54 H -3.144 -1.985 -4.370  C50 1.091
55 H -2.968 -3.732 -4.570  C50 1.095
56 H -5.498 -2.239 -3.787  C51 1.093
57 H -5.288 -3.614 -4.923  C51 1.090
58 O 4.282 -0.096 3.966  C59 1.207
59 C 4.023 -1.226 3.627  O58 1.207, O60 1.361, C63 1.504
60 O 4.729 -2.316 4.034  C59 1.361, C61 1.434
61 C 4.227 -3.480 3.364  O60 1.434, C62 1.511, H64 1.091, H65 1.092
62 C 2.822 -3.120 2.941  C61 1.511, C63 1.514, H66 1.091, H67 1.095
63 C 2.929 -1.633 2.679  C59 1.504, C62 1.514, H68 1.093, H69 1.090
64 H 4.873 -3.698 2.512  C61 1.091
65 H 4.243 -4.332 4.047  C61 1.092
66 H 2.472 -3.693 2.080  C62 1.091
67 H 2.128 -3.297 3.768  C62 1.095
68 H 3.247 -1.421 1.655  C63 1.093
69 H 1.997 -1.117 2.908  C63 1.090
70 O 0.805 -2.666 7.653  C71 1.204
71 C 1.939 -2.269 7.592  O70 1.204, O72 1.360, C75 1.506
72 O 2.668 -2.219 6.445  C71 1.360, C73 1.433
73 C 4.005 -1.802 6.748  O72 1.433, C74 1.511, H76 1.094, H77 1.088
74 C 3.906 -1.076 8.069  C73 1.511, C75 1.514, H78 1.092, H79 1.095
75 C 2.771 -1.805 8.758  C71 1.506, C74 1.514, H80 1.093, H81 1.090
76 H 4.641 -2.691 6.809  C73 1.094
77 H 4.377 -1.156 5.956  C73 1.088
78 H 4.839 -1.082 8.635  C74 1.092
79 H 3.621 -0.033 7.898  C74 1.095
80 H 3.125 -2.678 9.312  C75 1.093
81 H 2.201 -1.141 9.407  C75 1.090
82 O 2.185 4.806 -8.577  C83 1.205
83 C 2.478 4.190 -7.584  O82 1.205, O84 1.359, C87 1.505
84 O 1.859 4.345 -6.383  C83 1.359, C85 1.435
85 C 2.526 3.543 -5.397  O84 1.435, C86 1.510, H88 1.094, H89 1.091
86 C 3.248 2.471 -6.179  C85 1.510, C87 1.514, H90 1.091, H91 1.094
87 C 3.593 3.185 -7.469  C83 1.505, C86 1.514, H92 1.093, H93 1.090
88 H 3.213 4.182 -4.835  C85 1.094
89 H 1.792 3.121 -4.709  C85 1.091
90 H 4.115 2.067 -5.655  C86 1.091
91 H 2.565 1.642 -6.390  C86 1.094
92 H 4.545 3.716 -7.399  C87 1.093
93 H 3.594 2.503 -8.319  C87 1.090
94 O -10.439 -4.377 2.245  C95 1.205
95 C -9.881 -4.828 1.277  O94 1.205, O96 1.359, C99 1.505
96 O -8.808 -4.247 0.678  C95 1.359, C97 1.434
97 C -8.466 -4.983 -0.504  O96 1.434, C98 1.511, H100 1.094, H101 1.090
98 C -9.050 -6.361 -0.296  C97 1.511, C99 1.514, H102 1.091, H103 1.095
99 C -10.285 -6.071 0.530  C95 1.505, C98 1.514, H104 1.093, H105 1.090
100 H -8.900 -4.474 -1.370  C97 1.094
101 H -7.382 -5.012 -0.619  C97 1.090
102 H -9.259 -6.885 -1.230  C98 1.091
103 H -8.354 -6.974 0.285  C98 1.095
104 H -11.151 -5.845 -0.097  C99 1.093
105 H -10.509 -6.886 1.218  C99 1.090
106 O 7.030 -4.920 2.328  C107 1.205
107 C 7.578 -3.851 2.417  O106 1.205, O108 1.360, C111 1.505
108 O 6.922 -2.672 2.592  C107 1.360, C109 1.432
109 C 7.863 -1.594 2.546  O108 1.432, C110 1.511, H112 1.094, H113 1.091
110 C 9.199 -2.217 2.879  C109 1.511, C111 1.514, H114 1.091, H115 1.095
111 C 9.060 -3.612 2.308  C107 1.505, C110 1.514, H116 1.093, H117 1.090
112 H 7.846 -1.159 1.542  C109 1.094
113 H 7.578 -0.828 3.269  C109 1.091
114 H 10.046 -1.660 2.475  C110 1.091
115 H 9.321 -2.276 3.965  C110 1.095
116 H 9.350 -3.653 1.255  C111 1.093
117 H 9.619 -4.343 2.891  C111 1.090

Its spin multiplicity is 1. As for the HOMO energy: -0.203 Eh. The charge is -1.